An isolated molecule of C3H7N3S. Source: the Open Molecules 2025 dataset; level of theory: ωB97M-V/def2-TZVPD.

## Properties
* strongest force on any atom: 4.34 eV/Å
* relative energy (zero: lowest compared OMol25 entry of this formula, charge and spin): 62.4 kcal/mol
* energy: -680.88285 a.u.
* SMILES string: [H]/N=C\N/C=N\SC

Geometry as ORCA input:
```
! wB97M-V def2-TZVPD RIJCOSX def2/J DEFGRID3
* xyz 0 1
H 1.76 -0.01 0.63
N 2.20 0.81 0.13
C 1.72 1.08 -0.98
N 0.89 0.33 -1.84
C -0.05 -0.67 -1.41
N -0.60 -0.79 -0.25
S -0.78 0.18 1.01
C -2.12 -0.87 1.88
H 2.15 2.03 -1.39
H 1.05 0.23 -2.78
H -0.18 -1.45 -2.11
H -3.06 -0.69 1.41
H -2.13 -0.72 3.15
H -1.84 -1.99 1.78
*
```